Record 1
{"formula": "C32H23BCl3IrN3O5S", "method": "ωB97M-V with the def2-TZVPD basis set", "symbols": ["Ir", "O", "C", "O", "C", "C", "C", "C", "C", "C", "C", "C", "C", "N", "H", "H", "H", "H", "H", "H", "Cl", "C", "C", "C", "C", "C", "C", "N", "C", "C", "N", "C", "O", "C", "C", "C", "Cl", "S", "C", "C", "C", "Cl", "C", "H", "H", "H", "H", "H", "H", "H", "H", "H", "H", "H", "H", "H", "O", "B", "O", "C", "C", "C", "C", "C", "C", "H", "H", "H", "H"], "xyz": [[0.73, 0.60, 1.17], [2.06, 2.98, 4.07], [1.66, 2.10, 3.36], [1.62, 2.15, 2.04], [1.19, 0.78, 3.93], [1.19, 0.58, 5.31], [0.80, -0.63, 5.79], [0.47, -1.67, 4.89], [0.14, -2.97, 5.36], [-0.12, -3.98, 4.47], [-0.04, -3.73, 3.09], [0.26, -2.48, 2.61], [0.50, -1.42, 3.50], [0.81, -0.15, 3.06], [1.49, 1.41, 5.94], [0.76, -0.83, 6.86], [0.10, -3.14, 6.42], [-0.37, -4.97, 4.83], [-0.22, -4.54, 2.39], [0.31, -2.31, 1.54], [3.37, 2.28, -0.65], [1.84, 1.89, -1.34], [0.65, 2.23, -0.68], [-0.57, 1.98, -1.35], [-0.62, 1.35, -2.58], [-1.95, 0.93, -3.19], [-2.17, -0.59, -2.93], [-1.89, -0.90, -1.53], [-2.75, -0.67, -0.47], [-1.97, -0.55, 0.63], [-0.65, -0.68, 0.26], [-0.64, -0.92, -1.04], [-2.92, 1.81, -2.69], [-4.31, 1.47, -2.59], [-5.13, 2.45, -3.36], [-5.27, 2.39, -4.71], [-4.58, 1.20, -5.74], [-6.23, 3.66, -5.34], [-6.46, 4.30, -3.78], [-5.82, 3.57, -2.82], [0.60, 1.04, -3.19], [0.63, 0.27, -4.73], [1.82, 1.30, -2.58], [0.69, 2.96, 0.13], [-1.50, 2.30, -0.90], [-1.88, 1.04, -4.28], [-1.49, -1.15, -3.56], [-3.18, -0.90, -3.18], [-3.81, -0.64, -0.60], [-2.27, -0.39, 1.66], [0.24, -1.06, -1.64], [-4.58, 1.48, -1.54], [-4.50, 0.48, -3.00], [-7.06, 5.19, -3.65], [-5.85, 3.82, -1.77], [2.74, 1.06, -3.10], [3.47, -0.49, 1.59], [2.33, -0.37, 0.72], [2.66, -1.08, -0.49], [3.91, -1.50, -0.37], [4.69, -2.19, -1.29], [5.96, -2.48, -0.87], [6.47, -2.10, 0.43], [5.71, -1.42, 1.34], [4.41, -1.12, 0.93], [4.31, -2.48, -2.26], [6.63, -3.02, -1.53], [7.49, -2.37, 0.67], [6.07, -1.13, 2.31]], "lumo_energy_ev": [-6.1896, -9.2570], "spin_multiplicity": 2, "homo_energy_ev": [-12.5046, -12.5046], "total_charge": 2, "de_lowest_kj_mol": 0.0, "energy_ha": -3681.2080}

Record 2
{"formula": "C54H138CaN10O18", "method": "ωB97M-V with the def2-TZVPD basis set", "symbols": ["Ca", "O", "C", "C", "O", "H", "H", "H", "H", "C", "O", "C", "C", "N", "C", "C", "O", "C", "H", "H", "H", "H", "H", "H", "H", "H", "H", "H", "H", "H", "H", "H", "H", "C", "O", "C", "C", "N", "C", "C", "O", "C", "H", "H", "H", "H", "H", "H", "H", "H", "H", "H", "H", "H", "H", "H", "H", "C", "O", "C", "C", "N", "C", "C", "O", "C", "H", "H", "H", "H", "H", "H", "H", "H", "H", "H", "H", "H", "H", "H", "H", "C", "O", "C", "C", "N", "C", "C", "O", "C", "H", "H", "H", "H", "H", "H", "H", "H", "H", "H", "H", "H", "H", "H", "H", "C", "O", "C", "C", "N", "C", "C", "O", "C", "H", "H", "H", "H", "H", "H", "H", "H", "H", "H", "H", "H", "H", "H", "H", "C", "O", "C", "C", "N", "C", "C", "O", "C", "H", "H", "H", "H", "H", "H", "H", "H", "H", "H", "H", "H", "H", "H", "H", "C", "C", "C", "O", "C", "N", "H", "H", "H", "H", "H", "H", "H", "H", "H", "H", "H", "C", "C", "C", "O", "C", "N", "H", "H", "H", "H", "H", "H", "H", "H", "H", "H", "H", "C", "C", "C", "O", "C", "N", "H", "H", "H", "H", "H", "H", "H", "H", "H", "H", "H", "C", "C", "C", "O", "C", "N", "H", "H", "H", "H", "H", "H", "H", "H", "H", "H", "H"], "xyz": [[-5.33, 1.93, 1.76], [-2.71, 1.82, -1.32], [-2.19, 0.57, -1.77], [-1.93, -0.64, -0.71], [-2.97, -0.88, 0.17], [-1.24, 0.70, -2.28], [-2.89, 0.21, -2.52], [-1.01, -0.40, -0.17], [-1.75, -1.56, -1.27], [7.04, -2.46, -0.22], [8.19, -2.76, -0.96], [7.93, -3.38, -2.20], [9.29, -3.63, -2.96], [10.28, -4.16, -2.05], [11.70, -3.86, -2.34], [12.12, -2.35, -2.51], [11.82, -1.49, -1.49], [12.12, -0.16, -1.88], [6.43, -3.35, -0.05], [6.39, -1.74, -0.71], [7.29, -2.04, 0.76], [7.30, -2.74, -2.82], [7.49, -4.36, -2.05], [9.70, -2.69, -3.31], [9.14, -4.23, -3.87], [10.07, -3.59, -1.24], [11.85, -4.28, -3.34], [12.36, -4.39, -1.66], [11.78, -1.94, -3.46], [13.21, -2.41, -2.59], [11.85, 0.11, -2.90], [13.19, -0.05, -1.71], [11.54, 0.44, -1.18], [-11.18, -6.56, -1.71], [-10.03, -5.89, -2.29], [-8.85, -6.43, -1.72], [-7.57, -5.94, -2.42], [-7.64, -5.89, -3.84], [-6.47, -5.30, -4.58], [-6.57, -5.59, -6.10], [-7.61, -4.80, -6.62], [-7.39, -3.43, -6.75], [-11.34, -7.60, -2.02], [-11.92, -5.84, -2.08], [-11.20, -6.45, -0.63], [-8.84, -7.52, -1.74], [-8.78, -6.12, -0.68], [-6.77, -6.56, -2.03], [-7.43, -4.92, -2.08], [-8.45, -5.37, -4.17], [-5.64, -5.86, -4.16], [-6.31, -4.26, -4.30], [-6.81, -6.65, -6.21], [-5.61, -5.40, -6.57], [-8.18, -3.14, -7.45], [-6.43, -3.14, -7.19], [-7.49, -2.96, -5.78], [1.19, -12.34, -1.90], [0.56, -11.21, -1.39], [1.42, -10.30, -0.74], [0.74, -8.99, -0.40], [-0.36, -9.19, 0.62], [-1.36, -8.15, 0.75], [-2.36, -8.53, 1.87], [-3.10, -9.70, 1.57], [-4.04, -9.92, 2.56], [1.86, -12.12, -2.74], [0.45, -13.10, -2.15], [1.80, -12.80, -1.12], [2.33, -10.18, -1.33], [1.90, -10.80, 0.11], [0.34, -8.62, -1.35], [1.41, -8.27, 0.07], [-0.82, -10.03, 0.31], [-1.73, -7.98, -0.26], [-0.79, -7.26, 1.03], [-3.10, -7.73, 1.87], [-1.89, -8.59, 2.86], [-4.81, -10.66, 2.38], [-4.65, -9.03, 2.72], [-3.55, -10.17, 3.50], [3.84, 10.31, 0.95], [3.54, 8.94, 0.68], [2.10, 8.81, 0.55], [1.70, 7.50, -0.18], [1.47, 6.43, 0.76], [2.68, 5.97, 1.53], [3.83, 5.44, 0.60], [4.78, 4.63, 1.34], [5.87, 4.23, 0.50], [4.92, 10.37, 1.07], [3.37, 10.74, 1.83], [3.56, 10.89, 0.07], [1.66, 9.62, -0.03], [1.70, 8.92, 1.56], [2.30, 7.26, -1.06], [0.74, 7.67, -0.67], [0.95, 5.72, 0.27], [2.34, 5.23, 2.26], [3.04, 6.82, 2.10], [4.36, 6.33, 0.27], [3.42, 4.94, -0.28], [6.51, 3.55, 1.05], [6.49, 5.07, 0.18], [5.50, 3.79, -0.43], [7.88, 6.02, 12.41], [7.06, 5.57, 11.33], [7.70, 4.49, 10.67], [6.91, 3.96, 9.43], [5.76, 3.34, 9.96], [4.82, 2.89, 8.91], [3.52, 2.19, 9.46], [2.63, 1.87, 8.37], [3.15, 0.77, 7.55], [8.59, 6.70, 11.94], [8.32, 5.23, 13.01], [7.24, 6.56, 13.11], [7.73, 3.68, 11.39], [8.69, 4.80, 10.31], [7.52, 3.17, 8.99], [6.70, 4.77, 8.73], [5.36, 3.76, 10.78], [5.33, 2.21, 8.23], [4.47, 3.70, 8.27], [3.11, 2.85, 10.22], [3.64, 1.31, 10.10], [4.02, 1.09, 6.97], [2.36, 0.47, 6.85], [3.49, 0.00, 8.24], [3.44, -1.59, -7.03], [4.44, -1.01, -7.82], [4.55, 0.40, -7.67], [5.88, 0.67, -6.91], [7.06, 0.23, -7.72], [8.30, 0.71, -7.19], [9.57, 0.25, -8.03], [9.51, -1.16, -8.27], [10.77, -1.66, -8.86], [3.71, -1.67, -5.97], [3.28, -2.63, -7.31], [2.53, -1.02, -7.19], [3.74, 0.97, -7.23], [4.60, 0.88, -8.65], [5.84, 0.02, -6.04], [5.96, 1.67, -6.49], [7.16, -0.77, -7.77], [8.47, 0.34, -6.19], [8.39, 1.78, -7.04], [10.54, 0.43, -7.56], [9.62, 0.74, -9.00], [10.66, -2.70, -9.16], [11.48, -1.67, -8.03], [11.15, -1.16, -9.75], [-4.16, 7.51, 4.67], [-4.89, 6.52, 3.78], [-5.53, 7.15, 2.52], [-6.44, 6.18, 1.95], [-7.08, 6.84, 0.85], [-4.03, 5.42, 3.41], [-3.62, 7.04, 5.50], [-4.88, 8.23, 5.06], [-3.47, 8.06, 4.03], [-5.69, 6.04, 4.35], [-4.81, 7.34, 1.72], [-5.98, 8.10, 2.80], [-7.66, 6.06, 0.35], [-6.42, 7.38, 0.17], [-7.78, 7.63, 1.10], [-3.44, 5.16, 4.19], [-3.45, 5.92, 2.74], [-4.02, -2.51, 7.98], [-5.09, -1.46, 7.53], [-5.69, -0.72, 8.73], [-6.93, -0.11, 8.38], [-7.51, 0.40, 9.56], [-4.35, -0.41, 6.72], [-3.60, -3.03, 7.12], [-4.48, -3.21, 8.68], [-3.17, -2.05, 8.49], [-5.80, -2.01, 6.91], [-4.95, -0.10, 9.23], [-6.00, -1.41, 9.50], [-7.81, -0.39, 10.24], [-8.41, 0.95, 9.31], [-6.82, 1.11, 10.02], [-3.45, -0.18, 7.11], [-4.12, -0.91, 5.88], [-10.85, -0.57, 3.23], [-9.64, -0.27, 2.42], [-10.06, -0.04, 0.95], [-8.98, 0.58, 0.30], [-9.20, 0.55, -1.13], [-9.01, 0.86, 3.00], [-10.72, -0.87, 4.27], [-11.27, -1.43, 2.71], [-11.55, 0.26, 3.24], [-9.01, -1.16, 2.45], [-10.96, 0.55, 0.81], [-10.27, -0.99, 0.45], [-10.18, 0.85, -1.49], [-8.99, -0.46, -1.49], [-8.52, 1.19, -1.69], [-8.89, 0.69, 3.99], [-9.80, 1.48, 3.08], [-1.45, 5.74, -7.56], [-2.89, 5.32, -7.82], [-3.05, 3.89, -8.49], [-2.16, 3.56, -9.54], [-2.35, 4.29, -10.78], [-3.68, 5.36, -6.64], [-0.83, 5.54, -8.43], [-1.08, 5.07, -6.79], [-1.33, 6.75, -7.16], [-3.33, 6.10, -8.43], [-4.06, 3.72, -8.86], [-2.87, 3.07, -7.79], [-1.59, 4.11, -11.55], [-2.15, 5.35, -10.64], [-3.31, 4.10, -11.25], [-3.36, 6.09, -6.02], [-3.43, 4.58, -6.05]], "lumo_energy_ev": -1.7404, "homo_energy_ev": -5.2924, "de_lowest_kj_mol": 0.0, "energy_ha": -4718.8797}